Record 1
{"formula": "C7H6O6Rb", "method": "ωB97M-V/def2-TZVPD", "species": ["O", "C", "C", "C", "C", "O", "H", "H", "H", "C", "C", "O", "C", "O", "O", "O", "H", "H", "Rb", "H"], "coordinates": [[-0.856, 4.864, -2.093], [-0.212, 3.907, -1.538], [-0.618, 3.087, -0.507], [0.288, 2.116, 0.092], [0.130, 1.329, 1.173], [0.878, 1.271, 2.200], [0.871, 3.808, -1.805], [-1.599, 3.244, -0.043], [1.196, 1.869, -0.478], [0.169, -1.954, 0.555], [0.060, -2.362, -0.907], [-1.114, -3.168, -0.966], [-1.589, -3.389, 0.259], [-0.978, -2.581, 1.145], [-2.323, -4.286, 0.555], [1.223, -2.249, 1.162], [0.944, -2.944, -1.203], [-0.046, -1.466, -1.539], [3.768, -0.907, 3.192], [-0.193, -0.187, 0.748]], "atomic_forces_ev_per_a": [[0.682, -1.438, 0.678], [-0.055, 2.291, -1.189], [0.485, -2.044, 1.766], [-1.033, 3.262, -3.358], [2.541, -2.845, 3.793], [-1.876, -0.207, -1.829], [-0.297, -0.258, -0.186], [0.313, -0.039, -0.238], [-0.088, 0.253, 0.239], [0.322, 1.345, 0.219], [-0.059, 1.183, -0.299], [-0.179, -0.252, -1.216], [1.459, 0.041, 1.392], [-1.711, -0.506, 0.136], [-0.819, 0.103, -0.254], [1.764, 0.352, 0.747], [-0.262, 0.023, 0.088], [-0.110, -0.513, -0.059], [-1.059, 0.049, -0.621], [-0.018, -0.803, 0.192]], "charge": -1, "spin_multiplicity": 1, "energy_ha": -745.7087, "e_homo_ev": [-2.111, -1.572]}

***

Record 2
{"formula": "C7H6S", "method": "ωB97M-V/def2-TZVPD", "species": ["C", "C", "C", "C", "C", "C", "C", "S", "H", "H", "H", "H", "H", "H"], "coordinates": [[0.280, 2.556, 0.499], [0.630, 1.447, 0.004], [1.291, 0.425, -0.703], [1.298, -0.873, -0.442], [0.375, -1.384, 0.452], [-0.983, -1.191, 0.538], [-1.816, -0.404, -0.477], [-3.278, 0.390, -0.221], [-0.006, 3.413, 1.035], [2.117, 0.869, -1.279], [2.114, -1.492, -0.953], [0.706, -1.897, 1.479], [-1.402, -1.527, 1.630], [-1.327, -0.332, -1.560]], "atomic_forces_ev_per_a": [[1.642, -5.482, -2.247], [-2.006, 5.513, 2.238], [1.827, 1.309, -0.389], [2.308, -0.517, -2.511], [-3.014, -2.282, 4.775], [-0.434, 0.491, 1.430], [-0.015, 0.129, -0.563], [2.414, -1.461, -0.206], [-0.278, 0.479, 0.222], [-0.470, -0.481, -0.233], [-1.360, 0.724, 0.984], [-0.020, 0.794, -2.676], [0.388, 1.000, -3.226], [-0.981, -0.217, 2.402]], "smiles": "C#C/C=C\\C=C/C=S", "spin_multiplicity": 1, "energy_ha": -668.3326, "e_homo_ev": -8.581, "e_above_lowest_kcal_mol": 104.57}

***

Record 3
{"formula": "C7H7AsBr2O6SV", "method": "ωB97M-V/def2-TZVPD", "species": ["V", "Br", "C", "Br", "H", "H", "O", "As", "O", "O", "C", "C", "C", "C", "C", "C", "S", "O", "O", "O", "H", "H", "H", "H", "H"], "coordinates": [[0.047, 1.972, 0.037], [0.839, 4.080, 1.531], [-0.088, 5.308, 0.351], [-0.842, 4.319, -1.133], [0.628, 6.024, -0.032], [-0.896, 5.771, 0.902], [2.597, -0.675, -1.965], [1.326, 0.061, -1.012], [0.315, 1.101, -1.852], [1.932, 1.120, 0.134], [0.387, -1.480, -0.356], [0.848, -2.718, -0.783], [0.196, -3.883, -0.395], [-0.916, -3.809, 0.420], [-1.382, -2.575, 0.856], [-0.743, -1.405, 0.477], [-1.446, 0.107, 1.155], [-0.324, 0.821, 1.805], [-2.527, -0.292, 1.995], [-1.804, 0.984, 0.009], [3.245, -0.004, -2.215], [1.717, -2.773, -1.422], [0.566, -4.840, -0.736], [-1.430, -4.709, 0.728], [-2.245, -2.505, 1.501]], "atomic_forces_ev_per_a": [[0.025, 0.080, 0.022], [-0.023, -0.033, 0.031], [0.013, -0.019, -0.001], [-0.028, -0.053, -0.003], [-0.020, 0.020, -0.004], [0.008, 0.025, -0.002], [-0.012, -0.021, -0.019], [-0.115, -0.017, -0.162], [0.075, -0.026, 0.017], [0.096, -0.002, 0.111], [0.050, 0.043, 0.013], [-0.074, -0.016, 0.057], [0.038, 0.003, -0.027], [-0.023, -0.010, 0.017], [0.015, 0.042, -0.010], [0.017, -0.024, -0.052], [0.029, -0.046, -0.101], [0.063, 0.081, 0.127], [-0.015, 0.025, 0.024], [-0.121, -0.035, -0.032], [0.001, 0.002, -0.002], [0.004, 0.003, -0.004], [-0.010, -0.005, 0.008], [0.008, -0.006, -0.008], [-0.001, -0.012, 0.001]], "spin_multiplicity": 2, "energy_ha": -9448.3899, "e_homo_ev": [-7.623, -6.996], "e_above_lowest_kcal_mol": 0.00}

***

Record 4
{"formula": "C7H7AuO6S", "method": "ωB97M-V/def2-TZVPD", "species": ["O", "C", "Au", "C", "O", "C", "O", "C", "O", "C", "O", "H", "C", "S", "C", "O", "H", "H", "H", "H", "H", "H"], "coordinates": [[0.429, 3.577, 0.765], [0.434, 3.789, -0.352], [0.390, -0.800, -2.356], [0.383, -2.629, -1.535], [0.362, -3.350, -0.637], [0.035, -2.308, -5.374], [0.027, -1.717, -6.352], [1.899, 0.419, -1.753], [3.016, 0.483, -1.367], [-1.358, 0.030, -1.794], [-2.143, 0.330, -1.014], [0.882, 1.009, -1.693], [0.571, -0.422, 3.109], [-0.328, -0.528, 1.592], [-1.667, 0.638, 1.943], [0.581, 0.161, 0.600], [-0.031, -0.949, 3.851], [0.694, 0.637, 3.341], [1.536, -0.906, 2.943], [-1.628, 0.792, 3.043], [-1.464, 1.581, 1.395], [-2.621, 0.163, 1.645]], "atomic_forces_ev_per_a": [[-0.033, 0.211, -1.236], [0.018, -0.286, 1.240], [-0.401, -1.759, -1.637], [0.222, -3.797, 3.470], [0.053, 2.225, -3.067], [0.018, 1.704, -2.183], [0.007, -1.569, 2.321], [2.431, 0.936, 0.583], [-2.709, 0.225, -0.813], [-3.631, 1.366, 1.814], [1.946, -0.731, -2.076], [2.213, 1.411, 0.757], [0.482, -0.812, 0.449], [0.649, 2.071, 0.189], [-0.968, -0.122, 0.109], [-0.588, -0.763, 0.067], [0.185, 0.017, 0.144], [-0.075, -0.015, -0.062], [-0.086, -0.054, 0.177], [-0.125, -0.085, -0.702], [-0.049, -0.644, 0.270], [0.439, 0.474, 0.186]], "charge": 2, "spin_multiplicity": 3, "energy_ha": -1255.3686, "e_homo_ev": [-16.156, -18.807], "e_above_lowest_kcal_mol": 21.90}